Entry from the Open Molecules 2025 dataset: C41H55N11O6S3Zr as an isolated structure in a non-equilibrium geometry (ωB97M-V/def2-TZVPD).

The geometry in ORCA input format:
```
! wB97M-V def2-TZVPD RIJCOSX def2/J DEFGRID3
* xyz 2 1
Zr 0.0174 -0.8075 0.2609
C 1.8412 -1.2142 5.4414
C 1.6550 -0.7010 4.0487
N 1.1569 0.4308 3.7357
O 0.7489 1.1462 4.8434
C 2.0569 -1.5425 2.8908
C 3.2043 -2.4912 2.9760
N 1.3342 -1.4260 1.8499
O 1.5310 -2.1457 0.7212
H 1.0484 -0.8445 6.0870
H 2.7891 -0.8622 5.8545
H 1.8487 -2.3027 5.4613
H 0.3569 1.9451 4.4691
H 4.0120 -2.0648 3.5696
H 3.5629 -2.7376 1.9797
H 2.8924 -3.4178 3.4644
N 2.6439 1.1354 -7.9223
C 2.1352 0.6767 -6.7518
C 2.8765 -0.2084 -5.9480
C 2.3669 -0.6626 -4.7557
C 1.1026 -0.2475 -4.3424
C 0.3503 0.6257 -5.1271
C 0.8604 1.0857 -6.3175
S 0.4633 -0.8147 -2.8480
O -0.9885 -0.8937 -2.9554
O 1.1577 -2.0143 -2.4357
N 0.6649 0.2650 -1.6283
C 1.9286 0.6544 -1.2238
N 2.8838 1.0673 -2.0431
C 4.0303 1.4089 -1.4607
C 4.2358 1.3520 -0.0865
C 3.1781 0.9071 0.6795
N 2.0222 0.5742 0.1117
H 3.5010 0.7622 -8.2872
H 2.0763 1.6758 -8.5493
H 3.8529 -0.5379 -6.2800
H 2.9342 -1.3485 -4.1414
H -0.6435 0.9164 -4.8119
H 0.2732 1.7498 -6.9392
H 4.8215 1.7390 -2.1249
H 5.1809 1.6285 0.3560
H 3.2316 0.8157 1.7584
O -1.9970 -0.0894 -0.6471
H -1.9472 0.8838 -0.5489
H -1.8904 -0.2826 -1.6109
N -5.0579 -0.5006 5.7960
C -4.4016 -1.5300 5.2170
O -4.6066 -2.6980 5.4632
C -3.3734 -1.1708 4.1676
C -3.4495 -0.0566 3.3491
C -2.5063 0.1101 2.3489
N -1.4997 -0.7442 2.1443
C -1.4311 -1.8180 2.9509
C -2.3373 -2.0705 3.9544
H -5.7197 -0.7197 6.5235
H -4.7470 0.4500 5.7086
H -4.2517 0.6634 3.4371
H -2.5841 0.9545 1.6813
H -0.6294 -2.5187 2.7617
H -2.2731 -2.9697 4.5514
C -0.9178 6.2952 -2.1153
C -2.0443 5.3916 -2.6092
C -2.0875 4.0038 -1.9729
C -0.8519 3.1414 -2.2189
N 0.2961 3.4891 -1.3809
C 0.4527 3.2108 -0.0902
S -0.6574 2.2407 0.7956
N 1.5215 3.7478 0.5107
C 1.8413 3.6538 1.9330
C 1.0908 4.6677 2.7923
C 1.2563 6.1174 2.3394
C 2.7041 6.5946 2.3114
H -1.0561 7.3145 -2.4739
H 0.0613 5.9707 -2.4774
H -0.8852 6.3292 -1.0230
H -1.9793 5.2880 -3.6964
H -3.0001 5.8802 -2.4112
H -2.9494 3.4615 -2.3706
H -2.2464 4.0877 -0.8942
H -0.5113 3.2456 -3.2512
H -1.0586 2.0833 -2.0705
H 0.9876 4.0892 -1.8047
H 2.0606 4.4169 -0.0200
H 2.9185 3.8038 2.0141
H 1.6271 2.6336 2.2488
H 1.4617 4.5641 3.8183
H 0.0294 4.4059 2.8015
H 0.6792 6.7532 3.0125
H 0.8003 6.2456 1.3523
H 3.1778 6.4696 3.2871
H 2.7621 7.6500 2.0488
H 3.3104 6.0499 1.5821
N -1.1165 -2.6052 -0.1587
S -0.6348 -4.1436 0.0360
C -2.0836 -5.0125 0.6128
C -3.1571 -4.3055 1.1299
C -4.2277 -5.0112 1.6653
C -4.2106 -6.3968 1.6791
C -3.1240 -7.0909 1.1583
C -2.0480 -6.4021 0.6252
C -0.3948 -4.8362 -1.5739
C 0.9125 -5.1147 -1.9405
C 1.1568 -5.5975 -3.2179
C 0.1035 -5.7797 -4.1004
C -1.2034 -5.4885 -3.7196
C -1.4625 -5.0166 -2.4462
H -1.8955 -2.5370 -0.8112
H -3.1601 -3.2237 1.1179
H -5.0720 -4.4735 2.0754
H -5.0458 -6.9416 2.0977
H -3.1144 -8.1722 1.1686
H -1.2014 -6.9395 0.2154
H 1.7239 -4.9442 -1.2444
H 2.1686 -5.8281 -3.5220
H 0.2972 -6.1573 -5.0956
H -2.0183 -5.6396 -4.4142
H -2.4785 -4.8083 -2.1317
*
```

Energy = -3890.40230 Ha
HOMO level = -12.23 eV
Lowest unoccupied orbital energy = -4.8 eV
Gap between HOMO and LUMO = 7.41 eV
Energy above the lowest of the compared OMol25 structures with the same formula, charge and spin = 25.9 kcal/mol

Mulliken population analysis, charges in e, atoms 1 to 5:
1. Zr -0.67
2. C -1.68
3. C 0.44
4. N 0.39
5. O -0.54

Entry from the Open Molecules 2025 dataset: C17H16ClF3NO5S2 as an isolated structure in a non-equilibrium geometry (ωB97M-V/def2-TZVPD).

The geometry in ORCA input format:
```
! wB97M-V def2-TZVPD RIJCOSX def2/J DEFGRID3
* xyz -1 1
O -4.1157 -3.0966 2.2843
N -3.7188 -1.9167 2.1181
O -4.4993 -0.9431 2.0400
C -2.3144 -1.7151 2.0117
C -1.7521 -0.4415 1.8351
C -0.3659 -0.3030 1.7621
C 0.4617 -1.4154 1.9587
S 2.2622 -1.2853 2.1072
C 2.9129 -0.9033 0.2248
Cl 4.6774 -1.1253 0.2473
O 2.5721 -0.1271 2.9222
O 2.7883 -2.5984 2.4340
C -0.1007 -2.6807 2.1604
C -1.4804 -2.8314 2.1483
H -2.4153 0.4155 1.7906
H 0.0743 0.6673 1.5226
H 2.4081 -1.6837 -0.3611
H 0.5333 -3.5541 2.3010
H -1.9313 -3.8038 2.2851
C 1.1017 5.5052 2.6719
C 0.9934 3.9244 2.7321
C 2.3448 3.3458 3.1940
C -0.1461 3.3189 3.5977
C -1.2858 2.8504 2.9511
C -2.3657 2.3181 3.6691
C -2.3071 2.2284 5.0602
C -1.1426 2.6521 5.7161
C -0.0582 3.1784 4.9890
O 0.6888 3.9423 1.4646
S 2.3304 0.7141 0.2308
C 1.4627 1.2639 -1.2988
F 1.8991 2.5396 -1.5013
F 1.7222 0.5308 -2.4055
F 0.1118 1.3088 -1.1224
H 1.3042 5.9507 3.6375
H 1.9277 5.7655 2.0067
H 0.2115 5.9911 2.2639
H 2.6574 3.8377 4.1230
H 2.2612 2.2638 3.3601
H 3.0953 3.5065 2.4177
H -1.3443 2.9134 1.8642
H -3.2429 1.9738 3.1176
H -3.1664 1.8390 5.6212
H -1.0777 2.5734 6.8042
H 0.8613 3.4618 5.5160
*
```

Energy = -2644.35436 Ha
HOMO level = -2.53 eV
Lowest unoccupied orbital energy = 0.6 eV
Gap between HOMO and LUMO = 3.10 eV

natural (NBO) population analysis, charges in e, atoms 1 to 5:
1. O -0.39
2. N 0.49
3. O -0.36
4. C 0.09
5. C -0.17

Entry from the Open Molecules 2025 dataset: one molecule with the formula C5H13NO in a non-equilibrium geometry (ωB97M-V/def2-TZVPD).

The geometry in ORCA input format:
```
! wB97M-V def2-TZVPD RIJCOSX def2/J DEFGRID3
* xyz 0 1
C 0.0687 1.3655 0.4978
O -1.0926 2.2236 0.5241
C 0.1278 0.5694 -0.8055
C 0.2341 -0.9698 -0.6539
C -0.7566 -1.5919 0.4061
C -0.0652 -2.5085 1.4231
N 1.4102 0.9666 -1.4760
H 0.9419 1.9732 0.6791
H -0.1469 0.7256 1.4076
H -0.7638 3.1124 0.3690
H -0.7664 0.7279 -1.4016
H 0.1403 -1.5628 -1.5702
H 1.1668 -1.4021 -0.2928
H -1.3811 -0.8334 0.8907
H -1.5031 -2.1413 -0.1765
H -0.7178 -2.7092 2.2697
H 0.7918 -2.0087 1.8799
H 0.0957 -3.4894 0.9520
H 2.1615 0.3089 -1.3243
H 1.2000 1.1068 -2.4523
*
```

SMILES = CCC[C@H](N)CO
Energy = -328.25491 Ha
HOMO level = -9.06 eV
Lowest unoccupied orbital energy = 1.1 eV
Gap between HOMO and LUMO = 10.18 eV
Energy above the lowest of the compared OMol25 structures with the same formula, charge and spin = 40.1 kcal/mol

natural (NBO) population analysis, charges in e, atoms 1 to 5:
1. C -0.08
2. O -0.73
3. C -0.09
4. C -0.41
5. C -0.41

Entry from the Open Molecules 2025 dataset: a 4-piece molecular cluster, C3H11NO3 overall in a non-equilibrium geometry (ωB97M-V/def2-TZVPD).

The geometry in ORCA input format:
```
! wB97M-V def2-TZVPD RIJCOSX def2/J DEFGRID3
* xyz 0 1
C 0.3970 -1.0664 -1.5917
C 0.8949 -1.2321 -0.3578
C -1.5632 0.1805 -1.7096
N -0.3646 -0.0087 -2.0898
H 0.8059 -1.7068 -2.3852
H 0.5685 -0.7256 0.5455
H 1.7515 -1.9101 -0.3090
H -1.9807 1.1786 -1.8096
H -2.1037 -0.6872 -1.2933
H 0.7764 2.0783 -0.6019
H 1.5028 2.9321 0.4042
O 0.8753 2.2033 0.3497
H -2.3120 -0.7933 1.9326
H -0.8523 -1.1927 1.8056
O -1.5811 -0.8041 1.3116
H 1.9195 0.1994 2.9835
H 1.1968 0.8224 1.8249
O 1.0756 0.1629 2.5241
*
```

SMILES = C=CN=C.O.O.O
Energy = -401.31024 Ha
HOMO level = -8.50 eV
Lowest unoccupied orbital energy = 0.7 eV
Gap between HOMO and LUMO = 9.16 eV
Energy above the lowest of the compared OMol25 structures with the same formula, charge and spin = 64.5 kcal/mol

natural (NBO) population analysis, charges in e, atoms 1 to 5:
1. C -0.04
2. C -0.46
3. C -0.02
4. N -0.44
5. H 0.19